--- A ---
Formula: C2H4O2
Source: the OMol25 dataset
Level of theory: ωB97M-V/def2-TZVPD

**Kohn-Sham gap (alpha / beta)**: 8.3732 / 8.3222 eV
**HOMO level (alpha / beta)**: -7.7 / -7.7 eV

Structure (ORCA input):
```
! wB97M-V def2-TZVPD RIJCOSX def2/J DEFGRID3
* xyz 0 1
C 1.4504 0.3992 -0.1737
C -0.7278 -0.6157 -0.2053
O 2.3705 -0.0098 0.4645
O -1.4543 0.5505 0.1675
H 1.4935 1.2751 -0.7966
H -0.8459 -1.4273 0.6241
H -0.7456 -0.8129 -1.2630
H -1.5408 0.6410 1.1825
*
```

***

--- B ---
Formula: C2H4O2
Source: the OMol25 dataset
Level of theory: ωB97M-V/def2-TZVPD

**Kohn-Sham gap**: 10.4176 eV
**HOMO level**: -10.3 eV

Structure (ORCA input):
```
! wB97M-V def2-TZVPD RIJCOSX def2/J DEFGRID3
* xyz 0 1
C 2.4630 -0.4132 0.1216
C 1.3230 0.0730 -0.7940
O 2.0225 0.9411 -0.1393
O -1.5188 -1.5031 0.3896
H 2.1891 -0.7921 1.0919
H 3.4131 -0.6402 -0.4216
H -0.6427 -1.4362 -0.1355
H -1.5157 -0.6931 0.9659
*
```

***

--- C ---
Formula: C2H4O2
Source: the OMol25 dataset
Level of theory: ωB97M-V/def2-TZVPD

**Kohn-Sham gap**: 10.9304 eV
**HOMO level**: -10.4 eV

Structure (ORCA input):
```
! wB97M-V def2-TZVPD RIJCOSX def2/J DEFGRID3
* xyz 0 1
C -0.1805 0.5077 1.3474
C -0.0541 -0.0776 -0.1022
H 0.4093 1.7392 1.3056
H 0.4310 -0.3890 2.2068
H -1.4607 0.4489 1.5912
H 1.0109 -0.1092 -1.6516
O 0.8572 0.5003 -0.8371
O -0.7301 -1.0341 -0.5283
*
```

***

--- D ---
Formula: C2H4O2
Source: the OMol25 dataset
Level of theory: ωB97M-V/def2-TZVPD

**Structure (SMILES)**: C=O.C=O
**Kohn-Sham gap**: 10.8769 eV
**HOMO level**: -10.2 eV

Structure (ORCA input):
```
! wB97M-V def2-TZVPD RIJCOSX def2/J DEFGRID3
* xyz 0 1
C 2.9420 3.1556 1.0606
O 2.8323 2.1626 0.4144
H 2.0940 3.2680 1.7773
H 3.7979 3.8619 1.1790
C -2.9193 -3.0898 -1.0738
O -2.7422 -4.3259 -1.0555
H -3.5688 -2.6979 -1.8923
H -2.4359 -2.3344 -0.4096
*
```

***

In order of decreasing stability: C, D, B, A.